Here is CHLuO2 as an isolated structure at a distorted geometry from the OMol25 dataset. Energies are from ωB97M-V/def2-TZVPD.

Output
E: -38747.6818 eV
ΔE to the lowest compared entry with this formula, charge and spin: 0.0 kJ/mol
Net charge: +2

Geometry (Å):
1 O 0.166 0.771 1.046
2 C 0.620 -0.272 -1.771
3 O -0.363 -0.674 -1.317
4 Lu -1.494 -0.394 0.763
5 H 1.071 0.569 1.280

***

Here is one molecule with the formula C3H4O2 at a distorted geometry from the OMol25 dataset. Energies are from ωB97M-V/def2-TZVPD.

Output
E: -7268.3440 eV
ΔE to the lowest compared entry with this formula, charge and spin: 226.0 kJ/mol

Geometry (Å):
1 O 2.024 -0.126 -0.184
2 C 0.842 -0.069 -0.004
3 C -0.101 1.036 0.017
4 O -1.081 0.159 -0.282
5 C -0.345 -1.069 -0.042
6 H -0.004 1.835 -0.817
7 H -0.032 1.582 0.956
8 H -0.667 -1.431 1.011
9 H -0.636 -1.917 -0.655

***

Here is a 2-piece molecular cluster, C5H10N overall at a distorted geometry from the OMol25 dataset. Energies are from ωB97M-V/def2-TZVPD.

Output
E: -6824.7434 eV
ΔE to the lowest compared entry with this formula, charge and spin: 526.7 kJ/mol
Net charge: +1

Geometry (Å):
1 C 3.399 -0.322 0.400
2 C 2.634 -0.710 -0.569
3 C -0.061 -0.193 -0.280
4 C -0.438 -0.186 1.184
5 C -2.263 0.867 -1.088
6 N -0.904 0.250 -1.122
7 H 4.486 -0.498 0.370
8 H 2.994 0.016 1.366
9 H 2.209 -0.753 -1.554
10 H 0.281 0.335 1.723
11 H -0.438 -1.146 1.658
12 H -1.408 0.228 1.211
13 H -2.863 0.670 -0.247
14 H -2.197 1.939 -1.194
15 H -2.612 0.633 -2.111
16 H -0.401 0.327 -2.055

***

Here is C18H16F6N8O6RbS3 as an isolated structure from the OMol25 dataset. Energies are from ωB97M-V/def2-TZVPD.

Output
E: -92599.0095 eV
ΔE to the lowest compared entry with this formula, charge and spin: 176.3 kJ/mol
Net charge: -1

Geometry (Å):
1 Rb -0.442 0.478 0.350
2 O 3.373 3.212 -2.659
3 C 3.564 3.301 -1.313
4 C 4.342 4.327 -0.781
5 C 4.574 4.402 0.583
6 C 4.042 3.439 1.425
7 C 3.279 2.413 0.890
8 C 3.012 2.329 -0.474
9 C 2.148 1.180 -0.936
10 O 2.283 0.086 -0.348
11 N 1.241 1.523 -1.856
12 N 0.583 0.456 -2.364
13 C -0.459 0.741 -3.044
14 C -1.274 -0.309 -3.664
15 C -2.466 0.035 -4.305
16 C -3.254 -0.954 -4.862
17 C -2.839 -2.272 -4.767
18 C -1.638 -2.523 -4.114
19 N -0.870 -1.586 -3.581
20 H 3.849 3.929 -3.088
21 H 4.769 5.067 -1.451
22 H 5.176 5.210 0.980
23 H 4.216 3.486 2.492
24 H 2.872 1.647 1.537
25 H -0.777 1.780 -3.161
26 H -2.762 1.076 -4.350
27 H -4.183 -0.701 -5.358
28 H -3.424 -3.083 -5.178
29 H -1.279 -3.542 -4.010
30 C 2.090 -3.284 -0.495
31 C 1.099 -4.161 0.180
32 N 1.325 -5.334 0.688
33 N 0.097 -5.737 1.144
34 C -0.890 -4.835 0.951
35 S -2.492 -4.911 1.365
36 N -0.223 -3.828 0.323
37 N -0.848 -2.676 -0.193
38 H 3.069 -3.750 -0.433
39 H 2.139 -2.288 -0.048
40 H 1.821 -3.148 -1.545
41 H -0.014 -6.616 1.613
42 H -0.064 -2.061 -0.381
43 H -1.459 -2.347 0.556
44 F -3.062 3.772 1.741
45 C -3.759 2.978 2.561
46 F -3.723 3.493 3.791
47 F -5.032 2.954 2.148
48 S -3.091 1.261 2.529
49 O -3.155 0.917 1.134
50 O -3.875 0.518 3.468
51 N -1.630 1.600 2.985
52 S -0.624 0.602 3.644
53 O -0.638 -0.720 3.072
54 O 0.641 1.261 3.754
55 C -1.238 0.343 5.387
56 F -0.182 0.232 6.204
57 F -1.972 1.384 5.787
58 F -1.965 -0.762 5.482

***

Here is one molecule with the formula C22H26ClN3O2 from the OMol25 dataset. Energies are from ωB97M-V/def2-TZVPD.

Output
E: -44325.3404 eV
ΔE to the lowest compared entry with this formula, charge and spin: 67.4 kJ/mol

Geometry (Å):
1 C 0.595 -1.418 -4.114
2 N 1.364 -1.514 -2.896
3 C 1.582 -0.251 -2.225
4 C 0.405 0.144 -1.325
5 C 0.215 -0.832 -0.164
6 N -1.006 -0.575 0.569
7 C -1.034 0.195 1.676
8 O -0.050 0.706 2.164
9 C -2.420 0.280 2.339
10 C -2.452 -0.681 3.543
11 C -1.932 0.188 4.686
12 C -2.303 1.603 4.271
13 O -2.332 2.592 4.965
14 N -2.635 1.563 2.958
15 C -2.961 2.738 2.189
16 C -1.792 3.213 1.365
17 C -0.750 3.886 1.993
18 C 0.350 4.323 1.282
19 C 0.420 4.108 -0.085
20 C -0.600 3.434 -0.731
21 C -1.684 2.977 0.001
22 Cl -2.914 2.087 -0.842
23 C 2.212 -2.590 -2.708
24 C 2.408 -3.550 -3.709
25 C 3.215 -4.651 -3.493
26 C 3.857 -4.834 -2.282
27 C 3.673 -3.894 -1.283
28 C 2.863 -2.795 -1.485
29 H 1.216 -1.181 -4.989
30 H -0.147 -0.630 -4.000
31 H 0.068 -2.354 -4.298
32 H 1.725 0.536 -2.978
33 H 2.495 -0.300 -1.630
34 H -0.513 0.172 -1.915
35 H 0.581 1.142 -0.922
36 H 0.188 -1.858 -0.539
37 H 1.035 -0.724 0.550
38 H -1.870 -0.865 0.139
39 H -3.211 0.074 1.609
40 H -1.842 -1.567 3.373
41 H -3.479 -0.992 3.737
42 H -2.354 -0.062 5.657
43 H -0.844 0.144 4.755
44 H -3.825 2.519 1.553
45 H -3.231 3.510 2.916
46 H -0.815 4.051 3.058
47 H 1.152 4.835 1.791
48 H 1.270 4.458 -0.651
49 H -0.559 3.258 -1.795
50 H 1.943 -3.437 -4.674
51 H 3.347 -5.369 -4.289
52 H 4.488 -5.694 -2.118
53 H 4.160 -4.020 -0.326
54 H 2.730 -2.097 -0.673

***

Here is a 2-piece molecular cluster, C9H7N4O2 overall at a distorted geometry from the OMol25 dataset. Energies are from ωB97M-V/def2-TZVPD.

Output
E: -19501.2035 eV
ΔE to the lowest compared entry with this formula, charge and spin: 17.3 kJ/mol
Net charge: -1

Geometry (Å):
1 C 3.591 0.629 -0.001
2 C 2.580 1.663 0.061
3 C 1.936 -0.924 -0.156
4 C 0.963 0.074 -0.103
5 C -3.063 -0.005 -0.109
6 C -2.419 -1.161 0.151
7 C -0.271 -3.092 0.355
8 C -1.129 1.187 -0.565
9 C -0.452 -0.130 -0.161
10 N 3.197 -0.677 -0.171
11 N 1.310 1.387 0.079
12 N -2.551 1.152 -0.462
13 N -1.084 -1.249 0.098
14 O -0.489 -3.665 -0.655
15 O 0.060 -3.060 1.471
16 H 4.615 0.879 -0.210
17 H 2.841 2.698 0.337
18 H 1.453 -1.917 -0.499
19 H -4.173 0.078 -0.055
20 H -3.070 -1.938 0.460
21 H -0.804 2.019 0.112
22 H -0.724 1.520 -1.577

***

Here is a 4-piece molecular cluster, C33H47IN2O12 overall at a distorted geometry from the OMol25 dataset. Energies are from ωB97M-V/def2-TZVPD.

Output
E: -70630.3151 eV

Geometry (Å):
1 C -6.302 0.515 0.565
2 C -6.300 1.688 1.614
3 C -5.866 3.085 1.028
4 C -4.295 3.238 0.832
5 O -3.578 1.992 0.790
6 N -3.066 1.673 2.060
7 C -3.267 0.205 2.069
8 O -3.965 -0.456 2.767
9 C -2.260 -0.227 0.958
10 C -2.250 -1.321 0.022
11 C -1.078 -1.401 -0.867
12 C -1.066 -2.597 -1.878
13 C -1.879 -2.418 -3.043
14 C -1.976 -3.491 -4.026
15 C -1.183 -4.656 -3.642
16 C -0.402 -4.616 -2.437
17 N -0.275 -3.639 -1.491
18 C 0.028 -0.428 -0.805
19 C 1.277 -0.592 -1.746
20 C 2.507 -1.075 -0.838
21 C 2.083 -1.972 0.382
22 I 3.925 -2.238 -2.052
23 C -0.004 0.695 0.155
24 C 1.120 1.758 0.306
25 C -1.168 0.777 1.011
26 C -1.592 1.788 2.112
27 O -0.972 2.466 2.870
28 H -7.338 0.383 0.157
29 H -6.018 -0.469 1.031
30 H -5.590 0.667 -0.291
31 H -5.687 1.499 2.527
32 H -7.362 1.800 1.974
33 H -6.154 3.853 1.801
34 H -6.441 3.240 0.077
35 H -4.156 3.712 -0.182
36 H -3.876 3.974 1.564
37 H -3.084 -2.050 0.007
38 H -2.436 -1.469 -3.200
39 H -2.589 -3.474 -4.948
40 H -1.182 -5.567 -4.278
41 H 0.210 -5.533 -2.224
42 H 1.118 -1.426 -2.479
43 H 1.552 0.362 -2.255
44 H 3.106 -0.214 -0.445
45 H 2.935 -2.660 0.649
46 H 1.208 -2.638 0.184
47 H 1.900 -1.343 1.299
48 H 0.746 2.803 0.179
49 H 1.514 1.667 1.356
50 H 1.952 1.486 -0.382
51 C 7.635 -8.796 0.291
52 C 6.475 -8.193 1.059
53 O 6.746 -6.834 1.424
54 C 6.608 -5.936 0.442
55 O 6.275 -6.168 -0.692
56 O 6.928 -4.733 0.933
57 C 6.916 -3.689 -0.042
58 H 8.565 -8.687 0.854
59 H 7.460 -9.856 0.099
60 H 7.781 -8.293 -0.666
61 H 6.331 -8.742 1.990
62 H 5.542 -8.261 0.496
63 H 5.966 -3.655 -0.577
64 H 7.744 -3.821 -0.741
65 H 7.052 -2.743 0.481
66 C -1.704 4.084 -6.287
67 C -2.303 2.829 -6.890
68 O -2.519 1.825 -5.889
69 C -3.593 2.007 -5.113
70 O -4.379 2.916 -5.189
71 O -3.631 1.012 -4.217
72 C -4.680 1.137 -3.256
73 H -0.797 3.844 -5.727
74 H -1.457 4.805 -7.068
75 H -2.395 4.557 -5.589
76 H -1.605 2.402 -7.611
77 H -3.230 3.043 -7.425
78 H -5.648 1.265 -3.741
79 H -4.474 1.972 -2.585
80 H -4.705 0.219 -2.671
81 C -0.274 5.221 5.840
82 C 0.463 4.145 5.067
83 O 1.748 4.615 4.627
84 C 2.702 4.648 5.561
85 O 2.582 4.317 6.713
86 O 3.817 5.137 5.000
87 C 4.894 5.317 5.917
88 H -0.338 6.139 5.252
89 H -1.283 4.890 6.091
90 H 0.245 5.471 6.767
91 H -0.101 3.891 4.172
92 H 0.569 3.229 5.653
93 H 5.102 4.400 6.469
94 H 4.667 6.134 6.604
95 H 5.779 5.583 5.341

***

Here is one molecule with the formula C2H3OPS at a distorted geometry from the OMol25 dataset. Energies are from ωB97M-V/def2-TZVPD.

Output
E: -24292.8028 eV
ΔE to the lowest compared entry with this formula, charge and spin: 51.4 kJ/mol

Geometry (Å):
1 C -0.324 0.234 0.127
2 C 0.133 -1.164 -0.013
3 O 1.016 2.310 -0.694
4 P 0.309 1.879 0.523
5 S -1.755 1.089 -0.129
6 H 0.024 -1.497 0.995
7 H -0.621 -1.784 -0.564
8 H 1.217 -1.067 -0.245

***

Here is a 8-piece molecular cluster, C54H88BF3N4O20S overall at a distorted geometry from the OMol25 dataset. Energies are from ωB97M-V/def2-TZVPD.

Output
E: -124001.7099 eV

Geometry (Å):
1 C -5.082 -1.910 -2.292
2 C -5.417 -0.442 -2.012
3 C -4.504 0.086 -0.913
4 O -3.176 0.296 -1.371
5 C -2.727 1.624 -1.231
6 C -1.184 1.709 -1.217
7 C -0.882 2.907 -0.285
8 O -1.687 4.016 -0.757
9 C -1.144 5.220 -0.623
10 F -0.534 5.393 0.548
11 F -2.076 6.132 -0.752
12 F -0.209 5.449 -1.558
13 N -0.525 2.084 -2.507
14 C 0.747 1.436 -2.425
15 O 1.776 1.997 -2.591
16 C 0.402 0.033 -2.057
17 C 1.591 -0.925 -1.846
18 C 2.152 -1.557 -3.117
19 C 3.508 -2.262 -2.860
20 C 4.699 -1.533 -3.484
21 O 4.575 -0.153 -3.248
22 C 4.314 0.712 -4.341
23 B -0.401 -0.374 -3.402
24 O 0.147 0.072 -4.604
25 N -1.608 -1.217 -3.430
26 C -2.554 -0.560 -4.354
27 C -1.252 -2.551 -3.972
28 C -0.470 0.377 -0.781
29 C 0.318 0.597 0.524
30 C 0.978 -0.624 1.204
31 C 2.512 -0.531 1.236
32 C 3.088 0.174 2.477
33 C 4.361 -0.479 3.043
34 C 5.289 0.575 3.669
35 C 6.410 1.008 2.742
36 S 7.402 -0.422 2.217
37 C 8.916 0.369 1.920
38 N 9.513 1.343 2.552
39 N 10.731 1.537 1.901
40 C 10.762 0.661 0.945
41 O 9.655 -0.103 0.879
42 H -3.995 -2.018 -2.319
43 H -5.432 -2.231 -3.275
44 H -5.476 -2.560 -1.514
45 H -5.276 0.157 -2.915
46 H -6.443 -0.353 -1.648
47 H -4.455 -0.686 -0.136
48 H -4.908 0.992 -0.453
49 H -3.140 2.273 -2.008
50 H -3.060 1.968 -0.246
51 H 0.171 3.176 -0.362
52 H -1.146 2.725 0.750
53 H -0.344 3.082 -2.575
54 H 2.405 -0.375 -1.385
55 H 1.254 -1.723 -1.186
56 H 1.475 -2.334 -3.477
57 H 2.293 -0.792 -3.872
58 H 3.468 -3.304 -3.182
59 H 3.696 -2.291 -1.782
60 H 4.810 -1.779 -4.545
61 H 5.614 -1.864 -2.983
62 H 5.214 1.251 -4.637
63 H 3.894 0.183 -5.199
64 H 3.575 1.436 -4.006
65 H -0.168 0.943 -4.863
66 H -2.279 -0.705 -5.405
67 H -3.554 -0.961 -4.209
68 H -2.586 0.515 -4.172
69 H -0.318 -2.552 -4.543
70 H -2.027 -2.890 -4.659
71 H -1.164 -3.283 -3.169
72 H -1.151 -0.459 -0.638
73 H -0.411 0.979 1.239
74 H 1.079 1.373 0.412
75 H 0.650 -0.629 2.244
76 H 0.650 -1.559 0.757
77 H 2.971 -1.515 1.110
78 H 2.845 0.050 0.376
79 H 3.377 1.189 2.187
80 H 2.330 0.282 3.255
81 H 4.855 -1.015 2.230
82 H 4.083 -1.216 3.798
83 H 5.731 0.175 4.585
84 H 4.712 1.458 3.939
85 H 7.061 1.719 3.242
86 H 6.003 1.482 1.846
87 H 11.568 0.513 0.246
88 O 3.776 3.166 -5.724
89 C 3.215 4.209 -5.571
90 C 3.351 5.172 -4.408
91 C 2.123 6.069 -4.567
92 C 1.894 6.014 -6.074
93 O 2.338 4.708 -6.478
94 H 4.286 5.721 -4.528
95 H 3.372 4.624 -3.469
96 H 2.253 7.081 -4.191
97 H 1.273 5.623 -4.048
98 H 2.486 6.759 -6.611
99 H 0.850 6.124 -6.358
100 O -2.980 -1.857 2.392
101 C -4.084 -2.311 2.308
102 C -5.218 -2.226 3.315
103 C -6.188 -3.301 2.824
104 C -5.901 -3.319 1.328
105 O -4.504 -2.982 1.210
106 H -5.647 -1.224 3.255
107 H -4.844 -2.404 4.320
108 H -7.233 -3.099 3.051
109 H -5.922 -4.258 3.269
110 H -6.483 -2.571 0.785
111 H -6.063 -4.290 0.867
112 O -4.871 -4.283 6.552
113 C -5.980 -4.731 6.481
114 C -7.107 -4.632 7.491
115 C -8.074 -5.719 7.019
116 C -7.793 -5.759 5.521
117 O -6.403 -5.412 5.395
118 H -7.537 -3.631 7.424
119 H -6.726 -4.794 8.495
120 H -9.119 -5.525 7.250
121 H -7.798 -6.674 7.467
122 H -8.379 -5.023 4.964
123 H -7.941 -6.742 5.081
124 O 7.665 4.898 -3.054
125 C 8.514 4.890 -2.213
126 C 9.702 3.952 -2.071
127 C 10.145 4.183 -0.624
128 C 9.709 5.625 -0.395
129 O 8.536 5.800 -1.209
130 H 10.461 4.255 -2.793
131 H 9.397 2.930 -2.275
132 H 11.205 4.025 -0.444
133 H 9.592 3.520 0.043
134 H 10.462 6.345 -0.722
135 H 9.449 5.837 0.640
136 O 5.904 3.866 3.422
137 C 5.397 4.261 2.413
138 C 5.971 5.199 1.374
139 C 4.746 5.600 0.556
140 C 3.856 4.372 0.714
141 O 4.169 3.846 2.020
142 H 6.692 4.641 0.777
143 H 6.470 6.034 1.856
144 H 4.961 5.841 -0.482
145 H 4.267 6.467 1.015
146 H 4.077 3.601 -0.027
147 H 2.792 4.597 0.680
148 O -8.589 -1.494 -0.221
149 C -9.297 -1.242 -1.152
150 C -9.738 0.132 -1.623
151 C -10.883 -0.191 -2.584
152 C -10.479 -1.574 -3.087
153 O -9.781 -2.185 -1.987
154 H -8.895 0.603 -2.131
155 H -10.041 0.743 -0.778
156 H -11.016 0.531 -3.386
157 H -11.820 -0.259 -2.031
158 H -9.798 -1.525 -3.938
159 H -11.324 -2.204 -3.348
160 O -5.540 -8.724 5.345
161 C -4.478 -8.277 5.672
162 C -3.309 -7.907 4.781
163 C -2.155 -7.775 5.776
164 C -2.891 -7.352 7.043
165 O -4.183 -7.984 6.958
166 H -3.541 -6.958 4.295
167 H -3.150 -8.674 4.029
168 H -1.385 -7.068 5.478
169 H -1.684 -8.747 5.926
170 H -3.044 -6.272 7.092
171 H -2.407 -7.685 7.958

***

Here is one molecule with the formula C4H9NO2 at a distorted geometry from the OMol25 dataset. Energies are from ωB97M-V/def2-TZVPD.

Output
E: -9877.2294 eV
ΔE to the lowest compared entry with this formula, charge and spin: 273.2 kJ/mol

Geometry (Å):
1 C -0.583 -2.029 -0.655
2 N -1.331 -0.825 -0.229
3 C -0.481 0.326 0.163
4 C 0.592 0.343 1.318
5 O 0.911 -0.701 1.826
6 C 0.300 0.752 -1.056
7 O 0.546 2.158 -0.887
8 H -1.045 -2.903 -0.219
9 H -0.742 -2.118 -1.759
10 H 0.489 -1.896 -0.529
11 H -1.997 -1.065 0.488
12 H -1.284 1.005 0.474
13 H 0.968 1.342 1.556
14 H -0.079 0.581 -2.055
15 H 1.275 0.234 -1.064
16 H 0.799 2.634 -1.662